(1)
Formula: C2H5F2N
Source: OMol25
Level of theory: ωB97M-V/def2-TZVPD

The geometry in XYZ format:
```
10
Properties=species:S:1:pos:R:3:forces:R:3:lowdin_charge:R:1
H -0.480 0.382 1.883 -0.53 0.70 0.73 -0.02
H -1.804 0.074 -0.813 2.40 0.04 -0.88 0.15
H 1.330 -0.233 1.960 -0.26 0.90 -0.18 0.01
H -0.810 -0.845 -1.867 0.34 -0.18 -0.04 0.09
H 0.085 -1.148 1.075 0.01 1.08 1.21 0.02
C 0.355 -0.119 1.482 0.10 -2.78 -5.21 0.04
F 1.411 -0.233 -1.201 -1.78 1.13 0.30 0.03
C 0.279 0.383 -0.668 2.48 0.01 4.60 -0.47
F 0.490 1.754 -0.542 -0.41 -1.47 -1.19 0.02
N -0.856 -0.014 -1.308 -2.34 0.58 0.66 0.12
```
Forces are in eV/Å.

Properties
- 2S+1: 1
- HOMO level: -0.321 Ha
- HOMO-LUMO gap: 9.516 eV
- Lowest unoccupied orbital energy: 0.78 eV

(2)
Formula: C5H11N
Source: OMol25
Level of theory: ωB97M-V/def2-TZVPD

The geometry in XYZ format:
```
17
Properties=species:S:1:pos:R:3:forces:R:3:lowdin_charge:R:1
C 1.223 -0.134 -0.621 -0.03 -0.01 -0.05 -0.23
C 2.405 -0.639 0.197 0.06 -0.06 0.05 -0.11
C -0.613 1.223 0.596 0.08 0.20 0.19 -0.11
H 3.274 -0.824 -0.443 -0.09 0.04 0.10 0.07
C -2.470 -0.138 -0.319 -0.14 -0.06 0.01 -0.11
H 0.024 2.069 0.351 -0.37 0.16 0.03 0.10
H 1.063 -0.766 -1.501 0.06 -0.05 0.08 0.11
H -0.291 -0.946 0.795 0.00 0.08 -0.17 0.14
H -2.640 -0.438 0.730 0.09 0.08 -0.12 0.08
H -1.207 1.315 1.505 0.14 -0.13 -0.13 0.11
N -1.191 0.519 -0.540 -0.02 -0.04 -0.05 -0.13
H 2.703 0.079 0.968 -0.08 -0.08 -0.08 0.07
H 1.434 0.871 -1.011 -0.07 -0.16 0.04 0.11
H -3.293 0.515 -0.627 0.15 -0.03 0.06 0.08
H -2.504 -1.041 -0.937 -0.03 0.13 0.07 0.08
C -0.072 -0.084 0.159 0.19 -0.15 0.02 -0.33
H 2.154 -1.581 0.698 0.07 0.08 -0.06 0.07
```
Forces are in eV/Å.

Properties
- 2S+1: 1
- HOMO level: -0.331 Ha
- SMILES string: CC[C@H]1CN1C
- HOMO-LUMO gap: 10.226 eV
- Lowest unoccupied orbital energy: 1.21 eV

(3)
Formula: C2H3FNaO2
Source: OMol25
Level of theory: ωB97M-V/def2-TZVPD

The geometry in XYZ format:
```
9
Properties=species:S:1:pos:R:3:forces:R:3:lowdin_charge:R:1
O 1.781 -0.504 0.418 -0.62 -0.58 0.48 -0.04
H -0.763 -1.146 1.188 0.18 -0.03 0.03 0.11
F -1.032 3.309 -0.299 0.00 -0.10 -0.64 -0.77
H 2.435 0.158 0.672 -0.30 0.26 -0.40 0.08
Na -0.889 1.487 -1.444 -0.29 0.43 1.12 0.48
O -1.553 -0.484 -0.622 0.23 -0.42 -0.39 -0.38
C 0.575 0.062 0.227 0.93 0.07 0.03 -0.05
C -0.508 -0.960 0.106 0.00 0.37 -0.26 -0.53
H -0.046 -1.922 -0.247 -0.13 0.00 0.03 0.10
```
Forces are in eV/Å.

Properties
- 2S+1: 1
- HOMO level: -0.136 Ha
- Total charge: -1
- HOMO-LUMO gap: 6.314 eV
- Lowest unoccupied orbital energy: 2.60 eV

(4)
Formula: C2H2FI2NO
Source: OMol25
Level of theory: ωB97M-V/def2-TZVPD

The geometry in XYZ format:
```
9
Properties=species:S:1:pos:R:3:forces:R:3:lowdin_charge:R:1
I -0.899 1.835 2.729 -1.52 2.84 0.64 0.84
I -0.707 -1.409 4.250 -0.45 0.11 0.80 0.91
C -0.067 -0.141 2.631 1.13 -4.23 -2.65 -1.32
H 0.391 0.638 0.287 -0.04 -0.12 0.02 0.08
F 1.282 -0.025 2.670 0.64 0.25 0.05 -0.16
H -0.317 -0.545 -0.762 0.12 -0.05 0.09 0.12
N -0.082 -0.243 0.172 0.01 -0.01 -1.06 0.15
O -0.917 -2.070 1.275 -0.49 -1.03 -0.62 0.01
C -0.405 -0.999 1.224 0.62 2.24 2.72 -0.63
```
Forces are in eV/Å.

Properties
- <S²>: 2.013
- 2S+1: 3
- HOMO level (spin up / spin down): -0.219 / -0.347 Ha
- HOMO-LUMO gap (spin up / spin down): 6.346 / 5.227 eV
- Lowest unoccupied orbital energy (spin up / spin down): 0.40 / -4.21 eV

(5)
Formula: C28H71BN8O9Si2
Source: OMol25
Level of theory: ωB97M-V/def2-TZVPD

The geometry in XYZ format:
```
119
Properties=species:S:1:pos:R:3:forces:R:3:lowdin_charge:R:1
B 0.697 -1.465 -0.870 -1.17 0.00 -0.69 -0.47
C 4.189 -1.320 -4.995 0.12 0.07 -0.19 -0.04
H 5.147 0.832 0.342 -0.12 -0.09 0.13 -0.02
C 0.528 -1.366 -2.465 0.42 -0.85 0.82 -0.06
O 0.818 6.928 5.720 0.03 0.42 -0.10 0.00
H -1.314 0.243 7.480 -0.12 -0.08 0.05 0.09
H 1.341 9.523 6.488 0.06 0.08 -0.07 0.09
C 2.377 3.508 -1.140 -1.02 -0.14 0.45 -0.27
H 3.718 3.336 0.534 -0.12 -0.46 -0.11 0.07
H 0.300 4.900 4.367 -0.08 0.05 0.19 0.09
H 0.361 -2.409 -2.808 -0.22 0.52 -0.18 0.06
H 1.817 -2.424 -7.199 0.07 0.04 0.00 0.08
H -5.332 -3.236 -3.065 -0.12 -0.13 -0.05 0.06
C -1.102 -8.476 -7.198 -0.27 -0.01 0.01 -0.04
H 3.575 -1.618 -4.147 -0.03 0.01 -0.05 0.07
N -1.613 -7.256 -6.601 -0.17 0.23 0.13 -0.20
N 2.046 3.788 4.135 -0.17 -0.45 -0.01 -0.18
H -5.083 -4.073 -4.603 0.00 0.07 0.02 0.08
H 3.125 4.907 2.741 0.09 0.06 0.04 0.09
H 3.085 3.984 -1.837 -0.09 -0.44 0.16 0.10
H -1.315 0.199 9.261 -0.12 -0.08 -0.06 0.09
H 4.009 -3.311 2.196 0.03 0.40 -0.16 0.10
H -0.599 1.688 -1.595 0.17 0.07 0.40 0.07
C -7.775 -1.230 -3.263 0.06 -0.23 -0.14 -0.04
N -3.348 -3.305 -3.696 -0.03 -0.09 -0.32 -0.19
H -1.778 3.380 8.448 -0.05 -0.04 0.00 0.13
O 0.123 4.080 8.468 0.31 0.16 -0.02 0.01
H -7.650 -1.109 -4.341 0.09 0.07 0.04 0.10
H 1.498 1.849 9.298 0.09 -0.05 -0.06 0.09
C 2.347 9.100 6.484 -0.18 -0.15 -0.11 -0.04
H 1.499 1.893 7.528 0.09 -0.05 0.05 0.09
C 4.118 -1.331 -7.409 -0.21 -0.10 0.17 -0.36
O -7.517 -3.853 -4.100 0.03 0.10 -0.07 0.01
H -10.566 -2.848 -2.135 0.06 -0.01 -0.04 0.08
O 5.209 -0.812 -7.511 0.20 0.09 0.06 0.01
H 4.976 1.809 -1.812 -0.08 0.00 -0.05 -0.02
C 2.199 -2.253 -6.194 0.19 0.15 0.27 -0.06
H 1.084 0.384 8.375 -0.08 0.02 0.00 0.09
C 3.021 4.817 3.824 0.11 -0.16 -0.09 -0.03
H -1.530 -8.603 -8.193 0.06 -0.11 0.02 0.09
C 3.746 -2.274 1.911 -0.27 -1.30 0.33 -0.32
O -0.365 -1.991 -0.101 0.55 0.75 -1.33 0.05
N 3.508 -1.631 -6.240 -0.05 -0.05 -0.35 -0.20
N 2.338 7.818 7.165 -0.07 -0.27 0.00 -0.19
Si 2.424 -0.888 -0.063 1.01 -0.45 -1.46 0.52
H -1.392 -9.332 -6.586 0.05 -0.06 -0.10 0.09
Si 4.178 1.268 -0.687 -0.46 -0.31 -0.59 0.54
N -8.743 -2.281 -3.001 -0.12 -0.28 0.02 -0.20
H 2.709 -3.182 0.360 0.02 -0.10 0.05 0.06
C -1.420 0.844 8.386 0.30 -0.01 0.00 -0.06
C 1.244 2.748 -1.907 0.48 0.98 0.73 -0.25
C -2.948 -7.125 -6.427 0.22 0.09 0.02 -0.35
H 1.507 -1.602 -5.656 -0.15 -0.17 -0.02 0.08
H 2.304 2.318 0.686 0.36 -0.02 -0.21 0.03
H -10.509 -1.194 -2.776 -0.10 -0.01 0.12 0.09
H -8.113 -0.293 -2.828 -0.05 -0.06 0.02 0.09
H -0.125 -5.879 -7.086 0.08 0.11 0.11 0.09
H 3.991 4.541 4.242 0.03 0.07 -0.08 0.10
H -3.232 -6.164 -5.967 0.05 0.07 0.03 0.12
H -9.295 -4.245 -3.214 -0.06 0.01 0.04 0.13
C 0.127 2.233 -0.965 0.09 -0.45 -0.81 -0.10
H -3.378 -3.292 -5.746 -0.08 -0.02 0.00 0.13
O -3.772 -7.959 -6.734 -0.06 -0.20 -0.08 0.02
H -0.413 -1.577 0.758 0.24 -0.24 0.59 0.07
H -2.404 -1.927 -2.450 0.10 -0.05 0.15 0.09
H 3.062 -2.169 3.965 -0.31 0.04 -0.34 0.07
H -0.017 -8.431 -7.270 -0.02 0.08 0.04 0.08
H -2.411 1.295 8.397 0.05 0.05 0.00 0.08
H 4.384 -0.248 -4.943 0.05 -0.04 0.11 0.10
O 3.336 -0.093 -1.298 -0.24 0.49 2.04 -0.42
N 3.245 -2.343 0.522 -0.35 1.62 0.45 -0.13
H 2.209 0.128 0.977 0.21 -0.03 0.36 0.01
H 3.518 -1.607 -8.291 -0.08 -0.04 -0.01 0.13
H 2.898 8.350 9.102 0.11 -0.06 0.08 0.09
C 1.544 6.833 6.691 0.13 0.08 0.30 -0.35
H 1.166 4.530 5.868 -0.21 -0.04 0.08 0.05
C 3.179 7.630 8.330 -0.04 0.21 -0.17 -0.05
H 0.779 3.508 -2.558 0.22 -0.55 -0.17 0.10
C 2.729 -1.779 2.985 1.14 0.48 0.33 -0.12
C -2.623 -2.995 -2.477 0.07 0.06 -0.24 -0.04
H 4.699 -1.724 1.951 -0.50 0.11 -0.02 0.10
H 2.658 8.962 5.447 -0.03 0.12 0.00 0.09
C 3.060 2.650 -0.037 0.27 0.67 -0.48 -0.33
H 0.013 -6.613 -5.467 0.08 0.16 -0.01 0.09
C -2.759 -3.022 -4.874 -0.36 -0.11 0.17 -0.37
C 1.004 1.468 8.403 0.00 0.26 0.00 -0.04
O 3.238 2.176 3.056 0.19 -0.09 -0.03 -0.01
H -0.317 -0.733 -2.773 0.15 -0.32 0.03 0.06
H 1.469 1.828 3.988 -0.07 0.00 0.04 0.13
C 2.269 2.531 3.700 -0.10 0.26 0.16 -0.36
C 0.864 4.140 4.903 0.12 -0.11 -0.29 -0.05
H -1.212 -5.366 -5.780 -0.02 -0.03 -0.03 0.07
H 1.694 -2.096 2.797 0.33 0.00 -0.07 0.07
C -8.499 -3.527 -3.466 -0.22 0.12 0.10 -0.34
C -4.670 -3.903 -3.613 0.45 0.06 0.21 -0.06
H -1.679 -3.541 -2.472 0.02 0.09 0.16 0.09
H 2.272 -3.211 -5.673 -0.18 -0.01 -0.01 0.09
H 3.031 9.784 6.981 0.01 -0.07 0.04 0.09
H 1.867 4.348 -0.626 0.28 -0.20 -0.18 0.10
H 4.225 7.785 8.055 0.03 -0.02 0.15 0.09
H 0.507 1.540 -0.197 -0.18 0.27 -0.22 0.04
H -3.210 -3.271 -1.605 -0.05 -0.03 -0.07 0.09
H 2.701 5.770 4.239 -0.11 -0.05 0.01 0.07
H 2.793 -0.681 3.085 -0.33 -0.37 -0.16 0.04
O -1.658 -2.520 -4.996 0.33 0.06 -0.01 0.00
H -0.435 3.050 -0.489 0.38 -0.12 -0.02 0.08
C -9.942 -1.964 -2.249 0.24 0.17 -0.09 -0.06
H 5.144 -1.847 -4.958 0.01 0.07 0.09 0.09
H -4.602 -4.858 -3.086 -0.16 0.00 -0.02 0.10
N -0.393 1.866 8.412 -0.25 0.17 -0.02 -0.20
H 0.231 3.266 5.056 0.12 -0.07 -0.07 0.08
H -9.664 -1.594 -1.260 -0.15 0.01 0.02 0.09
C -0.694 3.183 8.445 -0.14 -0.28 -0.01 -0.35
H 3.062 6.622 8.727 -0.06 0.01 -0.06 0.09
H -6.811 -1.504 -2.834 0.02 0.13 -0.04 0.08
H 1.610 5.903 7.278 0.02 0.03 0.12 0.11
H 1.714 1.948 -2.499 -0.47 0.09 0.07 0.10
H 1.454 -1.021 -2.947 -0.34 0.06 0.16 0.03
C -0.683 -6.215 -6.209 0.01 -0.28 -0.12 -0.05
```
Forces are in eV/Å.

Properties
- 2S+1: 1
- HOMO level: -0.322 Ha
- HOMO-LUMO gap: 8.926 eV
- Lowest unoccupied orbital energy: 0.17 eV

(6)
Formula: C5H5NO
Source: OMol25
Level of theory: ωB97M-V/def2-TZVPD

The geometry in XYZ format:
```
12
Properties=species:S:1:pos:R:3:forces:R:3:lowdin_charge:R:1
O 1.368 1.978 -0.820 -1.16 -0.90 1.50 0.05
H 0.769 -1.792 0.662 -0.16 0.34 0.02 0.15
N 0.662 -0.987 -2.356 -0.71 0.12 1.01 0.19
H -1.298 -0.787 1.789 0.08 0.10 -0.21 0.11
C -1.022 -0.403 0.810 -0.13 0.21 0.10 -0.07
C 0.334 -0.953 -1.246 0.89 -1.18 -1.29 -0.22
C 0.346 1.420 -0.444 1.56 1.07 -0.81 -0.24
C 0.223 0.442 0.732 -0.07 0.56 -0.25 -0.17
H -0.509 1.580 -1.122 -0.55 -0.38 0.53 0.13
H 0.775 0.661 1.647 -0.04 -0.05 -0.43 0.15
C 0.209 -0.983 0.193 0.11 0.09 -0.25 -0.22
H -1.859 -0.176 0.154 0.18 0.03 0.10 0.12
```
Forces are in eV/Å.

Properties
- 2S+1: 1
- HOMO level: -0.376 Ha
- SMILES string: N#C[C@@H]1C[C@@H]1C=O
- HOMO-LUMO gap: 10.697 eV
- Lowest unoccupied orbital energy: 0.46 eV